Record 1
{"formula": "C30H37CoN8O14P2S", "method": "ωB97M-V/def2-TZVPD", "symbols": ["Co", "O", "C", "O", "C", "C", "C", "N", "C", "C", "C", "C", "C", "C", "C", "N", "C", "C", "C", "C", "C", "N", "H", "H", "H", "H", "H", "H", "H", "H", "H", "H", "O", "P", "O", "O", "O", "P", "O", "O", "O", "H", "H", "C", "C", "S", "O", "O", "C", "C", "N", "C", "N", "C", "C", "N", "O", "O", "C", "H", "H", "H", "H", "H", "H", "H", "H", "H", "H", "H", "H", "H", "C", "N", "C", "C", "C", "N", "C", "C", "O", "H", "H", "H", "H", "H", "H", "H", "H", "H", "H", "H", "H"], "positions_angstrom": [[1.21868, -0.25536, -0.20907], [6.93581, -3.81320, -2.07985], [6.76154, -2.57829, -2.04271], [7.56027, -1.63003, -2.20230], [5.29129, -2.14104, -1.83543], [4.91642, -0.82259, -2.03221], [3.59449, -0.46291, -1.85059], [2.65897, -1.33219, -1.46769], [2.99764, -2.61580, -1.32908], [4.30313, -3.05031, -1.49455], [1.90609, -3.59664, -1.04766], [2.10107, -4.61576, -0.11682], [1.07667, -5.50956, 0.12226], [-0.11489, -5.37195, -0.57776], [-0.21242, -4.33523, -1.48984], [0.76532, -3.45929, -1.72957], [3.07611, 0.91061, -2.12506], [3.90283, 1.94516, -2.54023], [3.35242, 3.18221, -2.80841], [1.98217, 3.35636, -2.68588], [1.23201, 2.27374, -2.27108], [1.75491, 1.08478, -1.98500], [5.68883, -0.11828, -2.30748], [4.57503, -4.09273, -1.39332], [3.02725, -4.65426, 0.43883], [1.19884, -6.29970, 0.85310], [-0.94601, -6.04670, -0.41914], [-1.12572, -4.19935, -2.06573], [4.96732, 1.78291, -2.62602], [3.98769, 4.00430, -3.11524], [1.50787, 4.30714, -2.89267], [0.15998, 2.35422, -2.16539], [3.41879, -3.09412, 2.11534], [2.68337, -1.67147, 2.31041], [2.32987, -1.45084, 3.72441], [1.59680, -1.61840, 1.25308], [3.85619, -0.67295, 1.78281], [3.61186, 0.91514, 1.53018], [4.89810, 1.23360, 0.60717], [3.58530, 1.70647, 2.76920], [2.41179, 1.02708, 0.59925], [3.83236, -3.32984, 2.95555], [5.69050, 0.83194, 0.98718], [-5.34048, 3.05962, 0.30518], [-6.13977, 1.76286, 0.37827], [-5.10808, 0.32117, 0.47576], [-5.96935, -0.82983, 0.58891], [-4.07870, 0.55981, 1.45627], [-4.33049, 0.25846, -1.13829], [-3.91222, -1.17068, -1.50012], [-2.61968, -1.50861, -0.91359], [-1.44905, -0.97174, -1.31453], [-0.48175, -1.28028, -0.48411], [-1.00718, -2.05507, 0.50723], [-2.32943, -2.20160, 0.25396], [-3.25085, -3.06086, 0.94269], [-2.99148, -3.33126, 2.09180], [-4.22663, -3.45635, 0.32599], [-1.25335, -0.18348, -2.55879], [-6.00012, 3.91775, 0.43148], [-4.83362, 3.16427, -0.65584], [-4.58698, 3.08093, 1.09270], [-6.79512, 1.61027, -0.48095], [-6.74000, 1.69232, 1.28756], [-3.47618, 0.93435, -1.08246], [-5.06369, 0.63888, -1.85341], [-3.83924, -1.26815, -2.58019], [-4.64550, -1.88303, -1.14066], [-0.40083, -2.46196, 1.30118], [-1.57234, -0.75573, -3.43242], [-0.18953, 0.03150, -2.65010], [-1.80676, 0.75887, -2.54324], [-1.61919, 3.61758, -0.36067], [-1.46691, 3.18969, 1.00891], [-1.82033, 4.17756, 2.01399], [-2.07140, 3.49721, 3.33706], [-0.85179, 2.66882, 3.66374], [-0.57180, 1.72454, 2.59150], [0.10795, 0.50781, 3.02802], [-0.78098, 2.01527, 1.29117], [-0.41310, 1.29156, 0.34398], [-2.64026, 3.97321, -0.52608], [-1.42110, 2.77882, -1.01419], [-0.93105, 4.43310, -0.61332], [-2.71200, 4.70638, 1.66762], [-1.02330, 4.92626, 2.11655], [-2.93808, 2.83650, 3.24719], [-2.26315, 4.23299, 4.11910], [-1.00992, 2.08688, 4.57032], [0.02041, 3.30937, 3.83499], [-0.50436, 0.01124, 3.78318], [1.09003, 0.73595, 3.44248], [0.24217, -0.17006, 2.20115]], "forces_ev_per_a": [[0.14, 0.01, 0.37], [0.00, 0.32, 0.16], [0.18, -0.06, -0.40], [-0.15, -0.27, 0.15], [0.03, -0.01, 0.10], [0.06, 0.10, -0.01], [-0.16, 0.22, -0.10], [-0.16, -0.14, 0.14], [-0.10, -0.10, 0.00], [0.01, -0.09, -0.06], [-0.13, 0.12, 0.04], [0.08, -0.02, 0.00], [-0.02, -0.03, 0.01], [0.03, 0.04, -0.01], [0.14, 0.02, -0.09], [0.09, -0.21, -0.07], [-0.02, -0.22, 0.01], [0.12, 0.07, -0.02], [0.05, 0.05, -0.04], [0.01, 0.02, -0.01], [0.05, -0.08, -0.01], [-0.09, 0.11, 0.13], [0.00, -0.05, -0.01], [0.01, 0.01, -0.02], [-0.06, -0.04, -0.07], [0.00, 0.02, 0.00], [-0.01, 0.01, -0.01], [0.02, 0.01, 0.02], [-0.04, 0.02, 0.00], [-0.01, -0.02, 0.02], [0.01, -0.04, 0.00], [-0.01, 0.01, 0.10], [0.06, 0.10, 0.17], [0.02, 0.14, -0.14], [0.09, -0.08, -0.06], [-0.06, 0.01, -0.06], [-0.12, 0.04, 0.25], [-0.12, 0.04, -0.15], [-0.04, -0.18, 0.10], [0.02, -0.06, -0.03], [0.14, -0.15, -0.13], [-0.02, 0.00, -0.07], [-0.01, 0.10, -0.09], [-0.03, -0.09, 0.01], [0.03, 0.17, 0.00], [0.16, -0.19, 0.09], [0.01, 0.18, 0.00], [-0.12, -0.07, -0.02], [-0.02, -0.03, -0.03], [0.17, 0.15, 0.21], [-0.24, -0.36, -0.09], [0.18, 0.14, -0.25], [0.51, 0.23, 0.12], [-0.01, 0.08, 0.04], [-0.30, -0.07, 0.05], [0.09, 0.51, -0.14], [0.09, -0.20, 0.15], [-0.11, -0.17, -0.10], [-0.09, 0.00, 0.04], [-0.02, -0.02, -0.02], [-0.03, -0.02, 0.03], [0.00, -0.01, -0.01], [-0.05, 0.03, 0.08], [0.00, 0.05, -0.01], [-0.03, 0.01, -0.09], [0.05, -0.07, 0.00], [0.08, 0.03, -0.07], [-0.06, -0.06, -0.01], [-0.04, 0.05, -0.09], [-0.01, -0.01, 0.01], [-0.08, -0.06, 0.00], [0.02, -0.02, 0.01], [0.07, 0.04, 0.13], [-0.10, -0.06, 0.02], [0.06, -0.05, -0.12], [-0.04, -0.05, -0.02], [0.04, -0.06, -0.06], [-0.07, 0.01, 0.03], [-0.05, 0.16, -0.10], [0.23, 0.04, -0.17], [-0.32, 0.09, 0.34], [0.01, 0.02, 0.02], [0.00, -0.08, -0.06], [0.02, -0.03, -0.02], [-0.04, 0.00, -0.03], [0.00, 0.01, -0.01], [-0.02, 0.03, 0.04], [0.01, -0.01, -0.01], [0.00, -0.02, 0.03], [0.03, 0.00, 0.02], [0.02, 0.02, 0.03], [-0.01, 0.02, 0.01], [-0.02, -0.01, -0.09]], "spin_multiplicity": 2, "charge": -1}


Record 2
{"formula": "C6H10N2O2", "method": "ωB97M-V/def2-TZVPD", "symbols": ["N", "C", "C", "N", "C", "C", "C", "C", "O", "H", "H", "H", "H", "H", "H", "H", "H", "O", "H", "H"], "positions_angstrom": [[-2.09054, 0.62824, 0.28079], [-0.92736, 0.55842, 0.22475], [0.50303, 0.72812, -0.09198], [0.81991, 0.27112, -1.43424], [2.22768, 0.31396, -1.75183], [2.64628, 0.19568, -3.24047], [3.78029, -0.78839, -2.84689], [3.07381, -0.93630, -1.51477], [3.05280, -1.80278, -0.67495], [1.07391, 0.13870, 0.64166], [0.75655, 1.79195, 0.08308], [0.30530, 0.81413, -2.12212], [2.76045, 1.17260, -1.29357], [2.94661, 1.12933, -3.72649], [1.86669, -0.30143, -3.83071], [4.75879, -0.29973, -2.73337], [3.90193, -1.71157, -3.42669], [-2.11040, -1.99568, 1.59744], [-1.44762, -2.28309, 0.94781], [-2.67599, -1.27431, 1.16089]], "forces_ev_per_a": [[2.28, -0.32, 0.08], [-2.16, 0.90, -0.73], [0.34, -0.22, 0.71], [-0.24, 0.04, -0.21], [0.17, 0.32, 0.07], [-0.13, 0.17, -0.24], [0.34, -0.07, -0.23], [-0.07, -1.08, 0.97], [-0.02, 0.83, -0.67], [-0.04, 0.12, -0.29], [-0.13, -0.26, 0.00], [0.01, -0.10, 0.14], [-0.13, -0.12, -0.08], [-0.10, -0.24, 0.09], [0.17, 0.12, 0.15], [-0.26, -0.12, -0.05], [-0.04, 0.27, 0.16], [-1.00, 1.05, -0.77], [-0.54, 0.34, 0.15], [1.54, -1.63, 0.76]], "spin_multiplicity": 1, "e_above_lowest_kj_mol": 219.9}


Record 3
{"formula": "C2H4N2O2", "method": "ωB97M-V/def2-TZVPD", "symbols": ["C", "N", "O", "C", "N", "O", "H", "H", "H", "H"], "positions_angstrom": [[-0.05951, -1.48889, 1.18992], [0.82769, -0.54096, 1.16536], [0.59883, 0.33308, -0.02513], [0.01144, 0.14389, -1.11644], [-0.45253, 1.29108, -1.55081], [-0.27191, 2.31106, -0.69866], [-0.24627, -2.04882, 2.23945], [-0.96101, -1.45816, 0.52836], [-0.01001, -0.67119, -1.75332], [0.56328, 2.12892, 0.02126]], "forces_ev_per_a": [[-0.93, 1.30, 2.66], [-2.16, -1.70, -1.76], [4.61, -1.45, 6.43], [-3.03, 3.72, -2.77], [0.02, -2.08, -0.94], [2.57, 1.12, 2.56], [1.16, 1.04, -2.72], [1.05, -0.38, 0.17], [0.04, -1.80, -0.77], [-3.33, 0.23, -2.86]], "spin_multiplicity": 1, "e_above_lowest_kj_mol": 718.7}


E_HOMO values, unit eV, following the record order: -5.29 -9.62 -8.91.
Maximum force values, unit eV/Å, following the record order: 0.6 2.4 8.0.